[1]
A cluster of 7 separate species, C19H37Br12Cl2N2O2 in total. Source: the Open Molecules 2025 dataset; level of theory: ωB97M-V/def2-TZVPD.

Geometry as XYZ:
```
74
Properties=species:S:1:pos:R:3
Br 1.45147 -3.84919 -0.57518
Br -4.40931 -3.31060 -4.27220
Br -5.47924 -5.97258 -1.94610
Br 0.94947 5.12047 3.70900
Br -6.58456 -1.62669 -0.13848
Br 6.44777 -2.59423 -2.25264
Br 3.58484 -0.82840 -0.72715
Br 7.71609 1.06209 0.82091
Br -9.22763 -3.54082 -1.86820
Br -0.34383 -4.12601 -3.79106
Br 6.45867 3.00643 -2.05660
Br -1.91346 6.88630 5.23449
Cl -1.15205 5.01913 0.94820
Cl 1.73778 3.54679 0.94856
O 2.22443 1.95997 3.76724
O 0.11661 0.90637 4.25774
N -0.72606 0.33478 -2.15434
N -0.49111 0.02670 1.69926
C 0.15328 2.51608 1.00714
C 1.57253 -4.08916 -3.42962
C -0.90055 3.42072 1.92025
C -2.37675 2.73384 2.10805
C -7.13269 -1.58825 -2.00972
C -0.51246 5.82061 6.07413
C -1.19699 -0.11369 0.37060
C -3.88538 -5.18787 -4.19641
C 1.90787 -4.86423 -2.17670
C 6.19569 3.29258 -0.14522
C 6.32406 -1.65568 -0.54729
C 0.82576 6.05902 5.41436
C -8.63338 -1.70343 -2.14260
C 0.97344 1.33921 3.30496
C -0.22476 -0.42008 -0.91199
C 0.57869 1.09322 1.69828
C 7.45442 2.98547 0.63214
C 4.98583 -1.89409 0.11249
C -5.06144 -6.07041 -3.84855
H -0.14420 1.19091 -2.32789
H -2.35320 1.66953 2.59396
H -0.49222 6.14902 7.11713
H -9.18126 -1.08107 -1.42967
H -3.51222 -5.41919 -5.19810
H -8.95145 -1.45078 -3.15805
H -0.05027 -0.89406 1.98799
H 5.93152 4.34960 -0.05005
H 8.35971 3.38687 0.16835
H 1.63536 5.64798 6.02406
H -6.58925 -2.38947 -2.51815
H -0.39018 3.75385 2.94605
H 7.13365 -2.06672 0.06242
H -5.97499 -5.80938 -4.38992
H -6.78499 -0.62273 -2.38786
H -1.91274 -1.06364 0.47672
H 4.66137 -2.93754 0.07115
H 0.91386 -0.21503 -0.74016
H 2.98564 -5.03631 -2.10650
H 6.52681 -0.60015 -0.74858
H -0.83693 4.77715 6.03279
H -1.71980 0.65560 -2.01892
H 1.86796 -3.03742 -3.38148
H 1.02851 7.11454 5.21307
H -3.01612 3.48476 2.76825
H 5.34041 2.68058 0.15431
H -1.94345 0.79173 0.15079
H -0.31849 -1.56792 -1.18992
H -2.90359 2.73289 1.03898
H 1.56545 0.62388 1.22231
H -4.82278 -7.12160 -4.03335
H -0.20311 2.44749 -0.10529
H 2.03563 -4.55230 -4.30551
H 1.38621 -5.82275 -2.10668
H -3.06160 -5.26058 -3.48096
H 5.00608 -1.56567 1.15549
H 7.37763 3.36356 1.65551
```

Charge   -1
2S+1   1
Lowest unoccupied orbital energy   1.731 eV
Energy above the lowest of the compared OMol25 structures with the same formula, charge and spin   124.4 kcal per mole
Max |F|   7.6 eV/A
Orbital gap   5.98 eV
HOMO   -4.248 eV


[2]
A structure of composition C16H45BBaF3NO21P4. Source: the Open Molecules 2025 dataset; level of theory: ωB97M-V/def2-TZVPD.

Geometry as XYZ:
```
92
Properties=species:S:1:pos:R:3
Ba -0.21766 0.50511 -0.39220
P 0.34017 -3.60561 -0.18995
P -2.37894 3.99571 0.02891
P 3.98510 -0.04281 -0.61154
P 1.94898 2.07745 2.86829
F -6.09415 0.74506 -2.14494
F -4.45145 2.12590 -2.23056
F -4.95519 0.94539 -3.96287
O -0.28007 -4.29433 -1.47041
O 4.68099 1.35689 -0.70649
O -0.21098 -4.49841 0.97915
O -2.93938 0.11817 -1.48565
O -1.64738 2.85104 -0.49101
O 4.41453 -0.71275 -1.97713
O 4.80282 -0.72066 0.54682
O -2.27305 5.29759 -0.82749
O 3.01758 3.17835 2.59315
O 2.54804 0.01185 -0.43552
O -1.85114 4.35530 1.47142
O -3.71864 0.02536 2.59978
O 1.86587 -3.98741 -0.22534
O 1.19569 1.55239 1.72818
O 2.75348 0.97776 3.65877
O -3.91181 3.82905 0.17967
O 0.08998 -2.19007 -0.01974
O -4.32426 -1.35898 -2.45236
O 1.00903 2.74936 3.94758
O -2.20634 -1.29106 3.38930
O -1.77272 -0.08792 1.66034
N -2.57175 -0.44030 2.58168
C 2.32607 -5.33810 -0.22214
C 0.17295 -3.81879 -2.76230
C 3.11794 3.76581 1.28599
C -4.37919 2.71919 0.96832
C -3.51140 -2.46196 -1.98501
C -2.44058 5.39293 2.26302
C -4.34032 -3.71876 -2.15005
C -1.60354 -4.36054 1.33192
C -0.25327 2.14018 4.24487
C 2.21937 -0.34770 3.77119
C -4.85968 0.94239 -2.63302
C 6.10139 1.47153 -0.89051
C 4.80430 -2.11788 0.82296
C -1.11306 5.63882 -1.54411
C 3.68707 -1.81943 -2.51813
C -3.90590 -0.15159 -2.12860
B -0.00448 -0.22753 -3.10977
H -1.99125 6.34626 2.00149
H 2.91629 -2.17880 -1.83592
H 4.27803 -2.70545 0.07451
H -0.49898 6.42510 -1.10306
H 1.03309 -0.37662 -2.55997
H 2.46359 -0.73583 4.75538
H -0.31717 0.88780 -2.84530
H -2.14611 -3.79300 0.57671
H -0.23424 1.58852 5.18583
H -0.54825 1.42044 3.47643
H 1.16603 -0.43466 3.51041
H 5.82251 -2.46963 0.98220
H -1.99183 -5.37608 1.37096
H -2.64338 -2.53497 -2.63217
H 6.48032 2.04630 -0.04670
H 4.32274 -2.25856 1.79490
H -3.74503 -4.59207 -1.89107
H 6.28987 1.99716 -1.82185
H 1.22456 -3.53666 -2.74859
H -0.46534 4.77347 -1.71570
H 2.52948 3.25017 0.53027
H -1.38134 5.97827 -2.54650
H 3.00368 -5.50552 0.61345
H -1.72479 -3.86170 2.28970
H 2.75376 -0.98811 3.05956
H 6.59324 0.50120 -0.89430
H -1.00569 2.92302 4.28616
H 1.51552 -6.05650 -0.08313
H 2.74600 4.78980 1.32910
H 2.81092 -5.54334 -1.17469
H 0.00527 -0.32524 -4.31529
H 4.17030 3.75172 1.02098
H -3.51773 5.45117 2.07022
H -3.25649 -2.27459 -0.94563
H -5.05919 3.11734 1.72425
H -3.59194 2.24357 1.55886
H -0.43685 -2.97571 -3.06467
H -4.85542 1.96100 0.35916
H -5.19438 -3.65104 -1.46884
H 4.34766 -2.65006 -2.76936
H 3.19905 -1.48039 -3.43085
H -2.35697 5.08820 3.30149
H -4.77478 -3.81343 -3.14306
H -0.83823 -0.97064 -2.71218
H 0.03842 -4.62788 -3.47764
```

2S+1   1
Lowest unoccupied orbital energy   0.297 eV
Max |F|   1.8 eV/A
Orbital gap   8.61 eV
HOMO   -8.309 eV


[3]
A structure of composition C7H11NO. Source: the Open Molecules 2025 dataset; level of theory: ωB97M-V/def2-TZVPD.

Geometry as XYZ:
```
20
Properties=species:S:1:pos:R:3
O -1.28456 1.66446 0.52530
N 1.97528 -0.17740 0.11502
C 0.82308 1.16074 -1.50120
C -0.17879 -2.18263 -1.54412
C -1.24544 -0.76886 0.35489
C 0.81494 0.21848 -0.31493
C -0.57938 0.48718 0.75569
C -0.45292 -1.34103 -0.55312
C -0.03360 0.54820 2.17059
H 1.38936 2.05809 -1.24109
H 0.84608 -2.44757 -1.77250
H 0.58814 1.43772 2.29575
H -2.21932 -1.10523 0.69360
H 1.87158 -0.84205 0.88397
H -2.15340 1.48622 0.14154
H 1.29878 0.68548 -2.36024
H -0.87269 0.60063 2.87137
H -0.97104 -2.63301 -2.13117
H 0.55371 -0.33193 2.42734
H -0.16983 1.48252 -1.81666
```

2S+1   1
Lowest unoccupied orbital energy (alpha / beta)   -0.663 / -0.663 eV
Energy above the lowest of the compared OMol25 structures with the same formula, charge and spin   116.9 kcal per mole
Max |F|   2.7 eV/A
Orbital gap (alpha / beta)   7.49 / 7.49 eV
HOMO (alpha / beta)   -8.156 / -8.156 eV